[1]
Density functional theory data (ωB97M-V with the def2-TZVPD basis set) for a single C21H18N2O4 molecule at a distorted geometry.

Values from the calculation:
HOMO energy (eV): -8.09
SMILES: Cc1ccc(O)c(/N=C\c2cc(Cc3ccccc3)cc([N+](=O)[O-])c2O)c1
Largest force on an atom (eV/A): 1.17
Energy (hartree): -1221.43084
Energy relative to the best compared isomer or geometry (same formula, charge and spin) (eV): 4.371

ORCA input file:
```
! RIJCOSX wB97M-V def2-TZVPD def2/J DEFGRID3
* xyz 0 1
C 5.048 0.865 0.846
C 3.773 1.291 0.184
C 2.679 1.644 0.958
C 1.472 2.032 0.382
C 1.382 2.115 -1.020
C 2.481 1.777 -1.791
C 3.659 1.359 -1.198
H 4.500 1.096 -1.822
H 2.390 1.845 -2.864
O 0.243 2.529 -1.652
H -0.393 2.852 -1.000
N 0.447 2.465 1.202
C -0.741 2.039 1.257
C -1.350 0.877 0.599
C -0.592 -0.159 0.075
C -1.170 -1.272 -0.532
C -2.545 -1.343 -0.587
C -3.342 -0.324 -0.056
C -2.763 0.812 0.543
O -3.466 1.823 1.045
H -4.429 1.628 0.939
N -4.754 -0.481 -0.143
O -5.200 -1.482 -0.655
O -5.465 0.416 0.311
H -3.044 -2.186 -1.043
C -0.307 -2.347 -1.138
C 1.015 -2.477 -0.431
C 1.074 -3.062 0.828
C 2.279 -3.166 1.498
C 3.441 -2.687 0.916
C 3.390 -2.100 -0.336
C 2.183 -1.991 -1.004
H 2.149 -1.523 -1.977
H 4.291 -1.725 -0.797
H 4.383 -2.775 1.436
H 2.313 -3.624 2.476
H 0.169 -3.438 1.283
H -0.135 -2.094 -2.188
H -0.844 -3.297 -1.108
H 0.484 -0.109 0.151
H -1.411 2.598 1.904
H 2.736 1.596 2.035
H 5.454 1.682 1.443
H 4.867 0.023 1.513
H 5.792 0.576 0.109
*
```



[2]
Density functional theory data (ωB97M-V with the def2-TZVPD basis set) for a single C21H18N6O2S molecule at a distorted geometry.

Values from the calculation:
HOMO energy (eV): -8.07
SMILES: COc1cnc2ccc([C@H](C)n3nnc4ccn(-c5cc(C)ns5)c(=O)c43)cc2c1
Largest force on an atom (eV/A): 6.99
Energy (hartree): -1688.09675
Energy relative to the best compared isomer or geometry (same formula, charge and spin) (eV): 5.087

ORCA input file:
```
! RIJCOSX wB97M-V def2-TZVPD def2/J DEFGRID3
* xyz 0 1
O -0.551 -0.563 1.875
N -3.155 -3.338 -0.941
N -3.203 -2.160 -1.414
N 1.348 -2.302 5.440
N 2.392 2.593 -2.786
O 1.055 5.920 -3.835
S 0.088 -1.563 4.660
C -0.830 -1.704 1.494
C 1.934 -3.230 4.725
C -2.052 -4.394 1.030
C 1.348 -3.528 3.485
C -2.302 -3.191 0.119
C -1.046 -4.088 1.952
C 0.295 -2.674 3.323
C -1.756 -1.946 0.351
C 2.337 3.860 -3.175
C 0.016 0.077 -1.500
C 1.159 4.687 -3.240
C -1.201 0.699 -1.345
C 1.193 0.722 -1.987
C -0.006 4.145 -2.565
C -1.151 2.136 -1.614
C 1.251 2.087 -2.203
C 0.027 2.771 -2.104
N -0.412 -2.819 2.129
N -2.325 -1.358 -0.694
C 2.274 6.576 -4.255
C 3.015 -4.196 5.173
C -2.974 0.740 0.390
C -2.479 0.117 -0.791
H -2.661 -5.309 0.997
H 1.522 -4.317 2.783
H -0.761 -4.918 2.550
H 3.269 4.091 -3.615
H 0.004 -0.992 -1.497
H 2.039 0.152 -2.121
H -0.924 4.537 -2.606
H -2.020 2.733 -1.516
H 2.573 6.055 -5.225
H 2.052 7.609 -4.373
H 3.094 6.396 -3.519
H 2.821 -5.221 4.883
H 3.995 -3.990 4.675
H 3.200 -4.117 6.273
H -2.101 0.966 1.019
H -3.705 0.099 0.957
H -3.547 1.744 0.208
H -3.141 0.407 -1.572
*
```



[3]
Density functional theory data (ωB97M-V with the def2-TZVPD basis set) for a molecular structure, C21H18N8Pt.

Values from the calculation:
HOMO energy (alpha / beta) (eV): -18.09 / -20.37
Largest force on an atom (eV/A): 0.19
Energy (hartree): -1366.71128
Energy relative to the best compared isomer or geometry (same formula, charge and spin) (eV): 0.000

ORCA input file:
```
! RIJCOSX wB97M-V def2-TZVPD def2/J DEFGRID3
* xyz 4 5
Pt 0.973 0.839 0.378
C -1.734 2.771 3.178
C -0.555 2.409 2.525
N -0.559 1.448 1.606
C -1.745 0.844 1.316
C -2.892 1.237 1.982
N -2.887 2.189 2.910
C -1.700 -0.146 0.225
C -2.712 -0.987 -0.181
C -2.503 -1.870 -1.256
C -1.260 -1.859 -1.881
C -0.260 -0.990 -1.444
N -0.511 -0.170 -0.410
C 1.093 -0.838 -1.957
C 1.535 -1.370 -3.150
N 2.753 -1.034 -3.495
C 3.630 -0.213 -2.895
C 3.160 0.309 -1.722
N 1.933 0.008 -1.212
C -3.596 -2.806 -1.705
C -3.391 -3.690 -2.770
C -4.411 -4.549 -3.180
N -5.509 -4.431 -2.489
C -5.850 -3.671 -1.489
C -4.841 -2.806 -1.066
H -1.727 3.553 3.929
H 0.384 2.892 2.749
H -3.851 0.785 1.761
H -3.649 -0.953 0.352
H -1.034 -2.528 -2.697
H 0.951 -2.002 -3.809
H 4.605 -0.025 -3.326
H 3.796 0.975 -1.160
H -2.466 -3.761 -3.320
H -4.346 -5.266 -3.992
H -6.844 -3.742 -1.056
H -5.090 -2.162 -0.237
C 4.943 2.099 3.696
N 4.410 2.754 2.489
C 5.023 4.003 2.005
C 3.399 2.225 1.842
N 2.503 1.750 1.275
H 5.990 1.847 3.493
H 4.361 1.215 3.937
H 4.918 2.835 4.506
H 6.070 3.783 1.769
H 5.004 4.718 2.835
H 4.489 4.381 1.139
*
```



[4]
Density functional theory data (ωB97M-V with the def2-TZVPD basis set) for a single C21H19BF3NO molecule at a distorted geometry.

Values from the calculation:
HOMO energy (eV): -8.29
Largest force on an atom (eV/A): 2.87
Energy (hartree): -1266.19874
Energy relative to the best compared isomer or geometry (same formula, charge and spin) (eV): 0.000

ORCA input file:
```
! RIJCOSX wB97M-V def2-TZVPD def2/J DEFGRID3
* xyz 0 1
C -0.060 -1.507 1.235
C 0.242 -1.562 2.683
C 0.450 -2.858 3.091
C 0.236 -3.667 1.970
B -0.063 -5.258 1.990
F -0.426 -5.416 3.344
F -1.102 -5.608 1.144
F 1.175 -5.798 1.661
O 0.081 -2.922 0.871
H -1.118 -1.229 1.100
H 0.161 -0.721 3.353
H 0.685 -3.189 4.096
C 0.794 3.154 3.577
N 0.684 2.464 2.303
C 1.050 1.171 2.067
C 0.710 0.800 0.769
C 0.742 -0.629 0.299
C 0.232 -0.782 -1.135
C -1.081 -0.427 -1.449
C -1.515 -0.508 -2.778
C -0.672 -1.022 -3.767
C -1.207 -1.161 -5.164
C 0.629 -1.407 -3.434
C 1.082 -1.283 -2.122
C 0.253 2.022 0.107
C -0.063 2.433 -1.189
C -0.502 3.742 -1.419
C -0.546 4.698 -0.397
C -0.169 4.348 0.904
C 0.205 3.029 1.123
H 0.184 4.060 3.527
H 0.438 2.518 4.402
H 1.830 3.446 3.797
H 1.540 0.565 2.836
H 1.808 -0.941 0.301
H -1.747 -0.028 -0.682
H -2.510 -0.166 -3.057
H -0.453 -1.573 -5.845
H -2.090 -1.816 -5.188
H -1.524 -0.184 -5.556
H 1.294 -1.798 -4.204
H 2.105 -1.546 -1.843
H 0.047 1.737 -2.014
H -0.808 4.034 -2.420
H -0.849 5.720 -0.610
H -0.150 5.065 1.724
*
```



[5]
Density functional theory data (ωB97M-V with the def2-TZVPD basis set) for a molecular structure, C21H19Br2F2N4O2SZn at a distorted geometry.

Values from the calculation:
HOMO energy (eV): -1.39
Largest force on an atom (eV/A): 5.59
Energy (hartree): -8706.12824
Energy relative to the best compared isomer or geometry (same formula, charge and spin) (eV): 8.099

ORCA input file:
```
! RIJCOSX wB97M-V def2-TZVPD def2/J DEFGRID3
* xyz -1 1
Zn -0.103 0.428 0.195
Br 4.345 -3.791 3.966
C 3.174 -2.659 2.967
C 3.749 -1.672 2.110
C 2.861 -0.880 1.411
N 1.539 -0.914 1.438
C 0.973 -1.899 2.285
C 1.841 -2.786 3.062
C -0.382 -1.989 2.338
C -1.133 -2.976 3.110
C -2.466 -3.006 2.994
Br -3.502 -4.288 3.961
C -3.204 -2.111 2.145
C -2.423 -1.213 1.485
N -1.131 -1.098 1.520
H 4.816 -1.550 2.008
H 3.360 -0.163 0.772
H 1.405 -3.534 3.705
H -0.625 -3.687 3.741
H -4.277 -2.159 2.068
H -3.552 -0.307 0.648
C 3.798 2.774 -0.462
S 2.082 2.376 -0.544
O 1.345 3.557 -0.178
C 1.848 2.087 -2.259
C 1.167 3.001 -3.042
C 1.023 2.737 -4.397
C 1.552 1.580 -4.946
C 2.240 0.670 -4.149
C 2.391 0.923 -2.797
H 3.931 3.663 -1.075
H 4.407 1.948 -0.824
H 4.026 2.977 0.583
H 0.764 3.904 -2.605
H 0.487 3.440 -5.020
H 1.425 1.381 -6.002
H 2.646 -0.237 -4.576
H 2.904 0.211 -2.159
O 1.892 1.184 0.254
N -4.335 0.558 1.255
C -5.258 -0.208 0.741
C -4.821 -1.021 -0.370
C -3.455 -0.979 -0.777
N -2.528 -0.239 -0.055
H -4.379 1.249 1.984
H -6.301 -0.240 1.067
H -5.528 -1.658 -0.882
H -3.168 -1.512 -1.688
F -2.149 2.413 -0.371
C -1.092 1.818 -1.037
F -1.638 1.218 -2.171
H -0.542 2.677 -1.430
*
```



[6]
Density functional theory data (ωB97M-V with the def2-TZVPD basis set) for a molecular structure, C21H19ClN2OSiV at a distorted geometry.

Values from the calculation:
HOMO energy (alpha / beta) (eV): -14.97 / -15.01
Largest force on an atom (eV/A): 4.56
Energy (hartree): -2689.49173
Energy relative to the best compared isomer or geometry (same formula, charge and spin) (eV): 0.740

ORCA input file:
```
! RIJCOSX wB97M-V def2-TZVPD def2/J DEFGRID3
* xyz 2 2
V 0.219 -0.463 -0.020
Cl -6.597 -0.336 -2.217
C -5.029 -0.582 -1.589
C -4.724 -1.774 -0.924
C -3.452 -2.009 -0.434
C -2.480 -1.037 -0.579
O -1.226 -1.146 -0.128
C -2.772 0.188 -1.233
C -1.737 1.164 -1.407
N -0.522 1.062 -0.937
C 0.498 2.011 -1.222
C 0.330 3.319 -1.603
C 1.444 4.102 -1.950
C 2.709 3.580 -1.940
C 2.919 2.241 -1.542
C 4.174 1.592 -1.554
C 4.275 0.278 -1.157
C 3.134 -0.394 -0.725
N 1.930 0.178 -0.706
C 1.808 1.478 -1.137
C -4.057 0.391 -1.742
H -5.497 -2.519 -0.795
H -3.207 -2.941 0.058
H -1.989 2.028 -2.016
H -0.655 3.769 -1.631
H 1.291 5.130 -2.249
H 3.559 4.180 -2.238
H 5.052 2.129 -1.891
H 5.224 -0.236 -1.171
H 3.209 -1.418 -0.378
H -4.299 1.314 -2.254
C 1.850 -0.202 5.601
Si 0.097 -0.013 4.965
C -1.071 -1.351 5.593
C -0.609 1.662 5.503
C 0.135 -0.040 3.085
C 0.173 -0.078 1.861
H 1.838 -0.156 6.691
H 2.503 0.593 5.240
H 2.287 -1.160 5.313
H -1.081 -1.304 6.682
H -0.734 -2.347 5.300
H -2.090 -1.208 5.235
H -0.613 1.681 6.593
H -1.629 1.794 5.143
H 0.013 2.479 5.137
*
```



[7]
Density functional theory data (ωB97M-V with the def2-TZVPD basis set) for a single C21H19ClN4O5 molecule at a distorted geometry.

Values from the calculation:
HOMO energy (eV): -8.22
SMILES: COc1cc2[nH]c(=O)cc(Oc3ccc(NC(=O)NC4CC4)c(Cl)c3)c2cc1C(N)=O
Largest force on an atom (eV/A): 5.31
Energy (hartree): -1866.94327
Energy relative to the best compared isomer or geometry (same formula, charge and spin) (eV): 3.183

ORCA input file:
```
! RIJCOSX wB97M-V def2-TZVPD def2/J DEFGRID3
* xyz 0 1
O 4.583 1.539 3.226
O -3.156 -0.139 2.336
O -1.864 0.190 -6.877
Cl -1.324 4.106 -3.933
O 0.550 1.851 0.203
O 2.687 -0.679 6.053
C 4.130 0.614 3.857
C -2.041 0.391 2.482
C -1.824 0.156 -5.651
C -1.408 0.916 1.334
C -0.009 1.124 1.260
C -0.254 0.416 -1.557
C -0.116 2.885 -1.773
C 2.110 0.720 2.575
C -0.722 0.215 -2.858
C 0.604 -0.318 4.727
C -0.806 2.682 -3.004
C 0.067 1.697 -1.034
C 2.047 -0.104 4.874
C 2.763 0.391 3.744
C 0.699 0.697 2.511
C -1.042 1.386 -3.605
C -0.002 0.197 3.575
N 4.963 0.156 4.769
N -1.588 1.301 -4.936
N -1.398 0.297 3.641
N -2.206 -1.011 -5.091
C 2.166 -0.247 7.387
C -1.898 -3.160 -6.722
C -2.381 -3.825 -5.413
C -2.680 -2.321 -5.752
H -2.032 1.367 0.540
H 0.086 -0.339 -0.974
H 0.301 3.795 -1.539
H 2.678 1.175 1.730
H -0.682 -0.814 -3.324
H 0.046 -0.766 5.627
H 4.659 -0.403 5.551
H 5.897 0.412 4.549
H -1.716 2.156 -5.488
H -1.937 -0.079 4.441
H -2.291 -1.028 -4.103
H 1.050 -0.233 7.347
H 2.570 -0.880 8.232
H 2.516 0.819 7.539
H -0.785 -3.144 -6.735
H -2.284 -3.522 -7.718
H -1.760 -4.011 -4.533
H -3.245 -4.536 -5.458
H -3.722 -2.092 -6.034
*
```



[8]
Density functional theory data (ωB97M-V with the def2-TZVPD basis set) for a molecular structure, C21H19CoN9O2S at a distorted geometry.

Values from the calculation:
HOMO energy (alpha / beta) (eV): -10.49 / -10.51
Largest force on an atom (eV/A): 2.45
Energy (hartree): -3235.68503

ORCA input file:
```
! RIJCOSX wB97M-V def2-TZVPD def2/J DEFGRID3
* xyz 1 1
Co 0.649 -0.665 -1.004
N -0.946 -4.227 1.282
C -0.485 -3.066 0.801
S 0.323 -3.077 -0.745
N -0.662 -1.963 1.458
N -0.261 -0.823 0.931
C -0.680 0.313 1.460
C -1.640 0.386 2.562
C -1.408 1.243 3.640
C -2.328 1.334 4.666
C -3.491 0.581 4.628
C -3.725 -0.275 3.564
C -2.803 -0.383 2.542
C -0.204 1.499 0.813
C -0.750 2.773 1.031
C -0.257 3.847 0.327
C 0.773 3.633 -0.594
C 1.218 2.344 -0.807
N 0.742 1.294 -0.140
H -0.736 -5.082 0.796
H -1.371 -4.266 2.194
H -0.490 1.811 3.678
H -2.133 1.997 5.495
H -4.208 0.660 5.431
H -4.635 -0.855 3.530
H -2.990 -1.037 1.704
H -1.563 2.888 1.733
H -0.659 4.835 0.482
H 1.206 4.452 -1.140
H 1.988 2.137 -1.541
N 1.621 -1.881 -4.989
C 0.628 -1.696 -4.112
N 1.140 -1.300 -2.966
C 2.488 -1.266 -3.191
N 2.796 -1.613 -4.424
C 3.369 -0.939 -2.105
C 4.759 -1.074 -2.182
N 5.531 -0.784 -1.163
C 4.947 -0.387 -0.037
C 3.571 -0.274 0.074
N 2.771 -0.537 -0.958
H 1.576 -2.175 -5.955
H -0.408 -1.869 -4.319
H 5.215 -1.416 -3.099
H 5.598 -0.143 0.787
H 3.109 0.045 0.995
C -3.160 0.838 -1.374
O -2.039 -0.005 -1.045
C -0.930 0.162 -1.724
O -0.765 0.895 -2.666
H -3.881 0.691 -0.575
H -3.574 0.544 -2.337
H -2.838 1.879 -1.415
*
```



[9]
Density functional theory data (ωB97M-V with the def2-TZVPD basis set) for a single C21H19F3N4O3 molecule.

Values from the calculation:
HOMO energy (eV): -8.75
SMILES: CCOC(=O)c1cc(C#N)c(N2CCN(C(=O)c3ccccc3)CC2)nc1C(F)(F)F
Largest force on an atom (eV/A): 0.99
Energy (hartree): -1556.03137
Energy relative to the best compared isomer or geometry (same formula, charge and spin) (eV): 0.000

ORCA input file:
```
! RIJCOSX wB97M-V def2-TZVPD def2/J DEFGRID3
* xyz 0 1
C 2.998 0.776 6.788
C 1.618 0.136 6.784
H 1.652 -0.854 7.250
H 0.886 0.767 7.291
O 1.115 0.000 5.452
C 1.536 -1.041 4.743
O 2.259 -1.914 5.154
C 0.968 -1.050 3.369
C 0.918 -2.273 2.696
C 0.380 -2.384 1.423
C 0.424 -3.675 0.855
N 0.519 -4.757 0.480
C -0.142 -1.204 0.807
N -0.776 -1.138 -0.372
C -0.921 -2.202 -1.339
H -0.661 -3.166 -0.912
C -0.034 -1.905 -2.556
N -0.365 -0.610 -3.109
C -1.032 -0.547 -4.297
O -1.322 -1.549 -4.921
C -1.339 0.819 -4.814
C -2.650 1.138 -5.148
C -2.947 2.376 -5.691
C -1.935 3.292 -5.924
C -0.623 2.969 -5.616
C -0.323 1.738 -5.061
H 0.701 1.478 -4.832
H 0.168 3.676 -5.811
H -2.166 4.255 -6.353
H -3.968 2.622 -5.941
H -3.429 0.410 -4.980
C -0.273 0.461 -2.146
H -0.592 1.401 -2.594
C -1.159 0.145 -0.931
H -1.045 0.914 -0.169
H -2.205 0.085 -1.247
H 0.767 0.558 -1.814
H -0.198 -2.653 -3.333
H 1.019 -1.910 -2.256
H -1.967 -2.231 -1.661
N -0.021 -0.034 1.452
C 0.497 0.052 2.655
C 0.571 1.482 3.156
F 0.336 2.351 2.162
F -0.334 1.753 4.105
F 1.776 1.801 3.647
H 1.317 -3.146 3.192
H 2.972 1.721 6.251
H 3.716 0.117 6.305
H 3.314 0.952 7.812
*
```



Question: Which value of largest force on an atom does entry 8 give?
Answer: 2.45 eV/A